1.
Density functional theory data (ωB97M-V with the def2-TZVPD basis set) for a single C17H18N4OS molecule.

Each line ends with the Mulliken charge.
CARTESIAN COORDINATES (ANGSTROEM)
C 1.481 0.376 -4.156  -1.12
C 1.420 -0.818 -3.201  -0.61
C 2.020 -0.484 -1.865  0.56
C 3.245 -1.032 -1.504  -0.87
C 3.860 -0.698 -0.313  -0.88
C 3.257 0.204 0.544  -0.86
C 2.031 0.765 0.225  1.27
C 1.365 1.741 1.149  -1.70
C 1.415 0.407 -0.979  0.41
N 0.166 1.018 -1.270  0.03
C -1.008 0.367 -1.424  0.38
O -1.137 -0.829 -1.537  -0.67
C -2.196 1.330 -1.511  -0.61
S -3.689 0.491 -0.921  -0.25
C -3.081 -0.011 0.621  0.15
N -1.984 0.423 1.182  -0.37
C -1.907 -0.251 2.375  0.72
C -0.968 -0.216 3.399  -0.25
C -1.217 -1.040 4.481  -0.42
N -2.270 -1.842 4.607  -0.65
C -3.172 -1.889 3.647  -0.61
C -3.027 -1.110 2.512  0.22
N -3.763 -0.925 1.367  -0.06
H 2.512 0.696 -4.296  0.34
H 0.912 1.216 -3.766  0.31
H 1.070 0.102 -5.125  0.35
H 1.974 -1.650 -3.640  0.48
H 0.386 -1.137 -3.073  0.16
H 3.725 -1.729 -2.177  0.36
H 4.812 -1.137 -0.054  0.39
H 3.737 0.471 1.474  0.38
H 1.872 1.755 2.111  0.42
H 1.405 2.752 0.737  0.40
H 0.320 1.472 1.300  0.25
H 0.118 1.995 -1.018  0.30
H -2.390 1.594 -2.551  0.40
H -2.048 2.229 -0.914  0.39
H -0.095 0.412 3.356  0.35
H -0.530 -1.068 5.316  0.38
H -4.009 -2.558 3.794  0.34
H -4.611 -1.393 1.098  0.20

Calculated values
**Highest occupied orbital energy**: -8.64 eV
**E_LUMO**: 0.5 eV
**SMILES**: CCc1cccc(C)c1NC(=O)CSc1nc2ccncc2[nH]1
**ΔE to the lowest compared entry with this formula, charge and spin**: 0.00 kcal per mole
**Orbital gap**: 9.150 eV

2.
Density functional theory data (ωB97M-V with the def2-TZVPD basis set) for a molecular structure, C17H18N6O2OsS4 in a non-equilibrium geometry.

Each line ends with the Mulliken charge.
CARTESIAN COORDINATES (ANGSTROEM)
Os 1.585 0.091 1.215  1.16
S 1.450 -0.318 3.547  -0.25
C 0.455 -1.582 2.944  0.49
N 0.325 -1.622 1.619  -0.02
C -0.480 -2.657 1.223  -0.35
C -0.828 -3.032 -0.078  -0.15
C -1.654 -4.123 -0.260  -0.84
C -2.177 -4.833 0.827  -0.52
C -1.854 -4.480 2.121  -0.59
C -0.990 -3.412 2.312  0.85
S -0.404 -2.793 3.827  -0.10
H -0.465 -2.464 -0.921  0.54
H -1.915 -4.436 -1.260  0.44
H -2.841 -5.665 0.648  0.42
H -2.260 -5.010 2.969  0.42
N 2.363 -3.784 -3.080  -0.29
C 2.008 -2.666 -3.733  0.34
O 1.774 -2.645 -4.917  -0.59
C 1.823 -1.394 -2.926  0.73
C 1.476 -0.264 -3.667  -0.38
C 1.266 0.940 -3.018  -0.85
C 1.363 0.969 -1.640  -0.16
N 1.650 -0.123 -0.918  -0.34
C 1.909 -1.277 -1.544  -0.48
H 2.517 -4.603 -3.652  0.26
H 2.683 -3.815 -2.131  0.16
H 1.377 -0.368 -4.738  0.54
H 1.020 1.835 -3.565  0.48
H 1.213 1.892 -1.090  0.43
H 2.192 -2.111 -0.912  0.26
C -3.321 3.069 0.549  -0.91
N -2.142 3.766 0.975  0.12
C -2.152 5.194 1.245  -0.54
C -0.700 5.480 1.672  -0.53
N -0.104 4.149 1.684  -0.07
C -0.971 3.224 1.279  0.48
S -0.744 1.540 1.152  -0.56
H -3.865 3.684 -0.167  0.33
H -3.971 2.854 1.402  0.33
H -3.035 2.129 0.078  0.28
H -2.876 5.416 2.037  0.33
H -2.444 5.745 0.347  0.34
H -0.646 5.935 2.662  0.31
H -0.181 6.130 0.962  0.31
H 0.846 3.985 1.970  0.17
O 4.262 -0.663 0.804  -0.37
S 4.440 0.776 1.007  0.58
N 3.022 1.335 1.139  -0.22

Calculated values
**Highest occupied orbital energy (alpha / beta)**: -14.44 / -14.40 eV
**Charge**: +2
**E_LUMO (alpha / beta)**: -7.0 / -9.0 eV
**Expectation value of S²**: 6.054
**ΔE to the lowest compared entry with this formula, charge and spin**: 23.70 kcal per mole
**Orbital gap (alpha / beta)**: 7.446 / 5.362 eV
**Spin multiplicity**: 5

- What is the ΔE to the lowest compared entry with this formula, charge and spin in the second record?
  23.70 kcal per mole